Here is a 2-piece molecular cluster, C4H11N3O2 overall in a non-equilibrium geometry from OMol25. Energies are from ωB97M-V with the def2-TZVPD basis set.

Structure (XYZ):
```
20
Properties=species:S:1:pos:R:3
C -1.184 -3.459 1.297
C -0.541 -1.975 1.194
O -1.457 -1.250 0.586
O 0.581 -1.577 1.386
H -0.485 -4.004 0.648
H -2.287 -3.538 1.064
H -1.132 -3.801 2.358
C -0.950 1.199 -1.618
C 1.135 1.555 -0.537
N 0.277 0.702 -0.939
N 1.264 2.982 -0.793
N 1.914 1.105 0.633
H -0.983 -0.569 0.159
H -0.847 1.172 -2.805
H -1.239 2.293 -1.267
H 2.097 3.396 -0.293
H 1.373 3.060 -1.753
H 2.502 1.811 0.982
H 1.735 0.307 1.126
H -1.773 0.593 -1.427
```

E_HOMO (spin up / spin down) = -13.910 / -13.886 eV
Total charge = +1
HOMO-LUMO gap (spin up / spin down) = 10.22 / 5.57 eV
2S+1 = 2
Molar mass = 133.2 g/mol
Energy above the lowest of the compared OMol25 structures with the same formula, charge and spin = 2.783 eV